<1>
C2H5N3OS | ωB97M-V/def2-TZVPD

Each line ends with the natural charge from an NBO analysis.
Element x y z (Å)
H -2.798 0.392 0.570  0.379
N -1.844 0.047 0.273  -0.741
C -1.034 0.606 -0.453  0.302
N -1.306 1.836 -1.093  -0.884
S 0.687 0.049 -0.479  0.260
C 0.781 -0.932 0.965  -0.140
N 1.801 -1.677 1.079  -0.151
O 2.812 -1.268 0.066  -0.608
H -2.259 1.518 -1.632  0.411
H -0.363 2.458 -1.619  0.421
H -0.047 -1.402 1.455  0.250
H 3.569 -1.627 0.867  0.501

Output
frontier orbital gap	9.7	eV
LUMO	0.01770	Eh
SMILES string	[H]/N=C(\N)S/C=N\O

---

<2>
C2H5N3OS | ωB97M-V/def2-TZVPD

Each line ends with the natural charge from an NBO analysis.
Element x y z (Å)
C 0.680 0.154 0.920  -0.338
C -0.416 0.887 0.064  0.284
N 1.295 -0.961 0.262  -0.286
N 1.087 -1.107 -0.972  0.154
N -1.660 0.429 0.178  -0.686
O 0.410 -0.305 -1.730  -0.475
S 1.712 -2.403 -1.865  -0.170
H 1.389 1.094 1.068  0.227
H 0.322 -0.355 1.890  0.250
H -0.541 1.874 -0.362  0.224
H -2.388 1.145 0.052  0.408
H -1.891 -0.452 0.494  0.409

Output
frontier orbital gap (spin up / spin down)	6.6 / 6.6	eV
LUMO (spin up / spin down)	-0.02674 / -0.02673	Eh

---

Computed relative energies in units of eV: <1> 0.000; <2> 0.658

---

<1>
C2H5N3OS | ωB97M-V/def2-TZVPD

Each line ends with the natural charge from an NBO analysis.
Element x y z (Å)
O -2.038 0.362 -0.129  -0.522
N -1.547 -0.581 -0.939  -0.092
C -0.423 -1.109 -0.602  0.129
N 0.333 -0.790 0.576  -0.693
C 0.715 0.489 1.014  0.224
N 0.866 1.575 0.361  -0.632
S 1.040 1.962 -1.258  0.254
H -1.610 0.354 0.791  0.454
H -0.036 -2.005 -1.116  0.199
H 0.835 -1.550 1.127  0.418
H 1.067 0.510 2.031  0.181
H 0.797 0.783 -1.856  0.078

Output
frontier orbital gap	9.1	eV
LUMO	0.01753	Eh
SMILES string	O/N=C\N/C=N\S

---

<2>
C2H5N3OS | ωB97M-V/def2-TZVPD

Each line ends with the natural charge from an NBO analysis.
Element x y z (Å)
H 1.275 2.929 1.010  0.354
N 0.238 3.185 1.045  -0.654
C -0.445 2.118 0.734  0.245
N 0.111 0.929 0.369  -0.161
O 1.510 0.745 0.610  -0.539
C -0.549 -0.145 -0.150  0.232
N 0.165 -1.178 -0.319  -0.663
S -0.611 -2.487 -1.070  0.171
H -1.561 2.110 0.581  0.181
H 1.434 -0.377 0.882  0.510
H -1.610 0.064 -0.399  0.191
H 0.520 -3.287 -1.010  0.132

Output
frontier orbital gap	9.0	eV
LUMO	0.01738	Eh
SMILES string	[H]/N=C\N(O)/C=N/S

---

Computed relative energies in units of eV: <1> 0.000; <2> 0.228

---

<1>
C2H5N3OS | ωB97M-V/def2-TZVPD

Each line ends with the natural charge from an NBO analysis.
Element x y z (Å)
N -0.477 -2.895 -0.023  -0.634
N -0.519 -1.521 0.152  -0.302
C 0.353 -0.984 0.890  0.206
N 0.396 0.386 1.177  -0.772
S -0.603 1.458 0.358  0.422
C 0.141 1.457 -1.270  0.234
O 1.153 0.875 -1.548  -0.535
H 0.490 -3.220 -0.098  0.330
H -0.889 -3.067 -0.916  0.357
H 1.158 -1.518 1.434  0.154
H 1.329 0.763 1.332  0.403
H -0.437 2.089 -1.962  0.136

Output
frontier orbital gap	9.3	eV
LUMO	0.03007	Eh
SMILES string	N/N=C/NSC=O

---

<2>
C2H5N3OS | ωB97M-V/def2-TZVPD

Each line ends with the natural charge from an NBO analysis.
Element x y z (Å)
N -1.187 -1.038 0.692  -0.676
N -1.216 -0.661 -0.722  -0.252
C -0.447 0.231 -1.296  -0.055
C 0.312 1.168 -0.230  0.616
O -0.030 2.298 -0.130  -0.541
N 1.129 0.553 0.844  -0.788
S 2.065 -0.630 -0.420  0.032
H -0.920 -0.267 1.321  0.368
H -2.006 -1.532 1.137  0.393
H -0.405 0.479 -2.419  0.253
H 1.865 0.980 1.594  0.447
H 0.841 -1.581 -0.371  0.202

Output
frontier orbital gap	9.2	eV
LUMO	0.00176	Eh
SMILES string	N/N=C\C(=O)NS

---

Computed relative energies in units of eV: <1> 0.000; <2> 2.916

---

<1>
C5H6OS2 | ωB97M-V/def2-TZVPD

Each line ends with the natural charge from an NBO analysis.
Element x y z (Å)
C -2.909 1.465 0.009  -0.653
C -1.816 0.409 -0.116  -0.119
C -2.433 -0.972 -0.021  0.379
O -3.664 -1.074 0.002  -0.522
C -0.479 0.619 0.021  -0.354
S 0.773 -0.546 0.022  0.419
C 2.197 0.453 0.034  -0.511
S 3.709 -0.058 -0.021  0.085
H -3.363 1.489 1.018  0.234
H -2.614 2.492 -0.287  0.219
H -3.799 1.119 -0.540  0.254
H -1.806 -1.882 0.126  0.138
H -0.166 1.679 0.048  0.229
H 1.994 1.508 0.041  0.201

Output
frontier orbital gap	8.3	eV
LUMO	-0.02685	Eh
SMILES string	C/C(C=O)=C/SC=S

---

<2>
C5H6OS2 | ωB97M-V/def2-TZVPD

Each line ends with the natural charge from an NBO analysis.
Element x y z (Å)
O 1.024 -1.373 0.317  -0.680
C 1.870 -0.383 -0.095  0.211
S 3.496 -0.702 -0.291  -0.096
C 1.231 0.909 -0.255  -0.323
C -0.061 1.209 -0.141  -0.059
C -1.161 0.347 0.540  -0.547
C -1.967 -0.547 -0.340  -0.245
S -3.550 -0.769 -0.301  0.075
H 1.520 -2.189 0.382  0.506
H 1.989 1.706 -0.483  0.245
H -0.438 2.142 -0.560  0.216
H -1.879 1.001 1.065  0.238
H -0.675 -0.288 1.275  0.265
H -1.400 -1.063 -1.112  0.194

Output
frontier orbital gap	8.0	eV
LUMO	-0.03253	Eh
SMILES string	OC(=S)/C=C\CC=S

---

Computed relative energies in units of eV: <1> 0.077; <2> 0.000

---

<1>
CH2N4S | ωB97M-V/def2-TZVPD

Each line ends with the natural charge from an NBO analysis.
Element x y z (Å)
S 1.952 0.065 -0.035  0.041
C 0.189 -0.120 0.039  0.191
N -0.606 -1.155 -0.027  -0.326
N -1.871 -0.634 -0.036  -0.044
N -1.877 0.632 0.047  -0.046
N -0.550 0.999 -0.013  -0.400
H 2.200 -1.142 0.474  0.164
H -0.236 1.928 0.057  0.420

Output
frontier orbital gap	10.5	eV
LUMO	0.01806	Eh
SMILES string	Sc1nnn[nH]1

---

<2>
CH2N4S | ωB97M-V/def2-TZVPD

Each line ends with the natural charge from an NBO analysis.
Element x y z (Å)
C -1.094 -0.345 -0.120  -0.333
N -0.440 -0.647 1.119  -0.651
N 1.207 1.558 0.840  -0.070
N 1.550 0.939 -0.037  0.183
N 1.645 0.028 -0.796  -0.486
S 0.400 -1.293 -0.077  0.961
H -2.097 -0.832 -0.297  0.195
H -1.171 0.591 -0.633  0.202

Output
frontier orbital gap	9.4	eV
LUMO	-0.01174	Eh

---

Computed relative energies in units of eV: <1> 0.000; <2> 3.455

---

<1>
C5H16N2O | ωB97M-V/def2-TZVPD

Each line ends with the natural charge from an NBO analysis.
Element x y z (Å)
C -0.781 -1.258 -1.466  -0.668
C -0.305 -1.038 -0.007  0.056
C 1.177 -0.657 0.381  -0.454
C 1.566 0.770 -0.341  -0.243
C 1.195 2.920 0.775  0.139
N 0.845 1.933 0.035  -0.443
N -0.657 -2.496 0.861  -0.725
H -0.781 -0.371 -2.043  0.253
H -1.880 -1.712 -1.500  0.268
H -0.032 -1.875 -1.959  0.246
H -0.914 -0.404 0.569  0.212
H 1.373 -0.488 1.568  0.255
H 1.917 -1.421 -0.020  0.269
H 2.622 0.989 -0.264  0.255
H 1.332 0.576 -1.411  0.242
H 0.449 3.689 1.039  0.251
H 2.241 2.923 1.148  0.236
H -0.286 1.832 0.033  0.475
H -0.371 -3.340 0.406  0.433
H -0.212 -2.540 1.733  0.429
H -1.616 -2.793 1.015  0.444
H -2.491 1.622 0.577  0.513
H -2.468 1.677 -0.952  0.526
O -1.922 1.463 -0.179  -0.970

Output
total charge	+2
frontier orbital gap	11.9	eV
LUMO	-0.28643	Eh

---

<2>
C5H16N2O | ωB97M-V/def2-TZVPD

Each line ends with the natural charge from an NBO analysis.
Element x y z (Å)
C -1.703 -1.549 -2.256  -0.670
C -1.237 -0.177 -1.809  -0.008
C 0.025 -0.302 -0.966  -0.455
C 0.184 0.772 0.150  -0.234
C 1.422 -0.056 2.043  0.190
N 1.409 0.557 0.931  -0.414
N -1.004 0.743 -3.118  -0.693
H -2.689 -1.774 -1.942  0.273
H -1.729 -1.673 -3.353  0.245
H -0.974 -2.334 -2.095  0.253
H -2.057 0.464 -1.494  0.231
H 0.852 -0.508 -1.661  0.246
H 0.030 -1.283 -0.485  0.258
H -0.688 0.531 0.744  0.241
H 0.169 1.761 -0.273  0.237
H 2.151 0.045 2.784  0.258
H 0.487 -0.482 2.399  0.236
H 2.143 1.249 0.798  0.451
H -1.816 0.531 -3.693  0.455
H -0.132 0.492 -3.587  0.443
H -1.002 1.732 -2.876  0.440
H 1.707 -0.358 5.217  0.492
H 0.571 0.575 5.372  0.501
O 0.949 -0.028 4.712  -0.977

Output
total charge	+2
frontier orbital gap	9.9	eV
LUMO	-0.29125	Eh

---

Computed relative energies in units of eV: <1> 0.379; <2> 0.000